w:
ORCA calculation (ωB97M-V/def2-TZVPD) on a 14-piece molecular cluster, C6H39NO14 overall.

Results
Gap between HOMO and LUMO in hartree: 0.3246

The geometry in ORCA input format:
```
! wB97M-V def2-TZVPD RIJCOSX def2/J DEFGRID3
* xyz 0 1
C 0.746 -2.039 -1.634
N 1.278 -1.177 -0.545
C 0.316 -0.781 0.491
C 0.786 0.010 1.681
C 1.079 -0.996 2.881
C 1.999 0.966 1.487
C -0.688 0.091 -0.273
O -0.630 1.214 -0.511
H -0.309 -2.097 -1.665
H 1.123 -3.082 -1.527
H 1.059 -1.547 -2.630
H 1.771 -0.286 -0.827
H -0.015 -1.924 0.866
H -0.126 0.612 2.096
H 0.187 -1.572 3.199
H 1.359 -0.436 3.761
H 1.856 -1.679 2.606
H 2.809 0.071 1.389
H 1.966 1.954 0.815
H 1.986 1.644 2.438
H -1.457 -0.476 -0.854
H 0.260 3.650 -0.425
H 0.452 3.102 -1.792
O 0.931 3.585 -1.143
H 3.455 2.201 -2.061
H 2.263 2.243 -1.258
O 2.697 1.682 -1.897
H 0.634 2.312 -4.309
H 1.209 1.830 -3.106
O 0.774 1.528 -3.877
H 2.965 -4.135 0.727
H 2.295 -2.712 0.874
O 2.201 -3.712 0.870
H -1.940 2.585 2.825
H -0.919 1.693 3.592
O -1.153 2.602 3.454
H -1.916 -3.423 -2.867
H -1.749 -3.811 -1.332
O -2.299 -3.579 -2.060
H -3.461 -2.420 -1.697
H -2.805 -0.993 -1.516
O -3.459 -1.611 -1.181
H 0.015 3.268 2.306
H 1.144 3.150 1.371
O 0.220 3.505 1.393
H -0.868 -0.082 -3.644
H -2.124 -0.667 -4.262
O -1.686 -0.618 -3.368
H 2.786 4.145 0.397
H 1.924 4.497 1.598
O 2.827 4.026 1.327
H -3.214 -1.354 0.561
H -3.519 -1.297 2.078
O -2.865 -1.282 1.440
H 0.369 -4.334 -0.362
H -0.992 -4.269 0.455
O -0.591 -4.640 -0.357
H -3.467 0.888 1.471
H -3.979 2.199 0.835
O -3.508 1.780 1.693
*
```

=====

x:
ORCA calculation (ωB97M-V/def2-TZVPD) on a 14-piece molecular cluster, C6H39NO14 overall.

Results
Gap between HOMO and LUMO in hartree: 0.3410

The geometry in ORCA input format:
```
! wB97M-V def2-TZVPD RIJCOSX def2/J DEFGRID3
* xyz 0 1
C -2.641 -0.925 1.207
C -2.218 -1.600 -0.218
N -1.259 -0.704 -0.915
C 0.070 -1.003 -0.367
C 1.069 -0.008 -0.904
C -1.422 -0.922 -2.344
C -2.577 -0.184 -2.947
O -2.641 -0.096 -4.164
H -3.670 -1.231 1.343
H -2.036 -1.232 1.994
H -2.642 0.182 1.300
H -3.271 -1.682 -0.560
H -1.655 -2.539 -0.045
H 0.363 -2.122 -0.566
H 0.029 -0.823 0.671
H 0.712 0.586 -1.796
H 1.228 0.839 -0.221
H 2.046 -0.404 -1.229
H -1.248 -1.945 -2.691
H -0.464 -0.405 -2.649
H -3.352 0.122 -2.257
H -4.744 1.827 1.142
H -3.895 1.943 2.349
O -4.440 1.308 1.897
H 3.007 -0.003 2.295
H 2.119 -0.903 1.685
O 2.930 -0.984 2.228
H 3.097 2.377 2.941
H 2.110 2.113 1.847
O 2.280 1.796 2.788
H -0.450 1.428 -4.878
H 0.154 2.729 -4.286
O 0.358 1.866 -4.611
H 1.733 -4.527 1.281
H 2.762 -4.277 0.205
O 2.176 -4.946 0.537
H -1.043 1.352 1.001
H 0.051 2.406 1.105
O -0.146 1.450 1.355
H -2.014 1.082 -0.840
H -2.878 2.096 -1.669
O -2.296 1.981 -0.936
H 3.653 -1.883 0.311
H 4.423 -2.160 -1.083
O 3.716 -2.389 -0.459
H 2.013 2.648 -0.461
H 3.287 3.278 0.391
O 2.342 3.014 0.331
H -0.217 -4.809 -1.387
H 1.127 -4.163 -1.266
O 0.174 -3.935 -1.374
H -1.236 2.158 2.780
H -1.698 2.757 4.065
O -1.957 2.708 3.168
H 2.187 3.456 -2.865
H 1.183 2.224 -2.830
O 1.770 2.828 -2.270
H 0.828 -0.098 4.646
H 1.587 -0.876 3.644
O 1.527 -0.779 4.581
*
```

=====

Least stable = w

=====

w:
ORCA calculation (ωB97M-V/def2-TZVPD) on a 4-piece molecular cluster, C5H16O3 overall.

Results
SMILES: C/C=C/CC.O.O.O
Gap between HOMO and LUMO in hartree: 0.3519

The geometry in ORCA input format:
```
! wB97M-V def2-TZVPD RIJCOSX def2/J DEFGRID3
* xyz 0 1
C 1.614 -0.819 1.344
C 1.305 0.676 1.271
C -0.091 1.174 1.594
C -1.102 0.299 1.597
C -2.552 0.575 1.909
H 1.021 -1.443 0.675
H 1.595 -1.207 2.363
H 2.590 -1.046 0.913
H 1.682 0.966 0.288
H 1.956 1.223 1.969
H -0.168 2.252 1.551
H -0.852 -0.754 1.612
H -3.150 0.141 1.112
H -2.709 1.564 2.334
H -2.770 -0.030 2.806
H -0.602 0.290 -3.106
H -1.910 -0.510 -2.649
O -0.984 -0.565 -2.892
H -0.483 -1.943 -1.809
H 0.519 -2.999 -1.070
O -0.236 -2.397 -0.979
H 2.242 1.095 -1.595
H 1.755 2.386 -2.078
O 1.741 1.479 -2.342
*
```

=====

x:
ORCA calculation (ωB97M-V/def2-TZVPD) on a 3-piece molecular cluster, C5H16O3 overall.

Results
SMILES: CC(C)CCO.O.O
Gap between HOMO and LUMO in hartree: 0.4128

The geometry in ORCA input format:
```
! wB97M-V def2-TZVPD RIJCOSX def2/J DEFGRID3
* xyz 0 1
C 1.440 0.469 -1.128
O 2.529 0.519 -0.160
C 0.422 -0.619 -0.776
C -0.923 -0.110 -0.317
C -1.738 -1.161 0.426
C -1.774 0.396 -1.478
H 2.028 0.161 -1.992
H 1.064 1.483 -1.242
H 2.191 0.449 0.733
H 0.856 -1.260 0.003
H 0.466 -1.383 -1.562
H -0.861 0.756 0.349
H -1.419 -1.523 1.402
H -2.746 -0.760 0.584
H -1.940 -2.059 -0.167
H -2.232 -0.387 -2.096
H -1.216 0.980 -2.218
H -2.647 1.015 -1.250
H 0.840 1.944 1.507
H 2.109 2.270 0.736
O 1.377 2.679 1.231
H 0.083 -0.868 2.175
H 1.219 -1.933 2.558
O 0.874 -1.057 2.682
*
```

=====

Least stable = w

=====

w:
ORCA calculation (ωB97M-V/def2-TZVPD) on a 2-piece molecular cluster, C3H7NO3 overall.

Results
Gap between HOMO and LUMO in hartree: 0.3582

The geometry in ORCA input format:
```
! wB97M-V def2-TZVPD RIJCOSX def2/J DEFGRID3
* xyz 0 1
C 0.158 -2.030 -0.421
O -0.251 -0.674 -0.398
H -0.517 -0.029 0.878
H 1.073 -2.187 0.160
H 0.335 -2.351 -1.452
H -0.627 -2.657 0.019
C 0.020 0.254 -1.756
C -0.427 0.947 1.699
O 0.575 1.297 -1.357
N 0.205 1.921 1.130
O -0.389 -0.214 -2.773
H 0.454 1.731 -0.027
H 0.244 2.821 1.612
H -0.853 1.172 2.684
*
```

=====

x:
ORCA calculation (ωB97M-V/def2-TZVPD) on C3H7NO3 as an isolated structure.

Results
Gap between HOMO and LUMO in hartree: 0.3420

The geometry in ORCA input format:
```
! wB97M-V def2-TZVPD RIJCOSX def2/J DEFGRID3
* xyz 0 1
C -0.512 -0.089 -0.125
C -0.837 -0.563 1.258
N 2.022 -0.409 -0.828
C -0.381 1.378 -0.386
O 1.195 0.494 -0.065
O -1.063 -0.768 -1.157
O -0.908 2.145 0.451
H -1.807 -1.311 -0.844
H 2.490 0.179 -1.519
H 2.750 -0.681 -0.169
H -0.186 1.650 -1.438
H -1.908 -0.448 1.455
H -0.542 -1.613 1.365
H -0.312 0.035 2.002
*
```

=====

Least stable = x

=====

w:
ORCA calculation (ωB97M-V/def2-TZVPD) on one molecule with the formula C21H32N2O4S.

Results
SMILES: CCC[C@@H](C)NC(=O)CSc1ccccc1C(=O)OCC(=O)N[C@@H](C)CCC
Gap between HOMO and LUMO in hartree: 0.3312

The geometry in ORCA input format:
```
! wB97M-V def2-TZVPD RIJCOSX def2/J DEFGRID3
* xyz 0 1
C 1.947 -1.140 3.464
C 1.182 -1.614 2.234
C 0.208 -2.755 2.533
H 0.755 -3.591 2.974
C -0.929 -2.363 3.485
N -1.649 -1.219 2.966
C -1.601 -0.003 3.526
O -1.049 0.255 4.575
C -2.372 1.069 2.749
H -1.949 2.052 2.983
H -3.419 1.046 3.071
O -2.337 0.857 1.340
C -1.978 1.906 0.578
O -1.687 2.988 1.024
C -2.013 1.610 -0.872
C -2.160 2.712 -1.715
C -2.212 2.559 -3.085
C -2.130 1.287 -3.630
C -1.977 0.184 -2.813
C -1.897 0.333 -1.433
S -1.612 -1.071 -0.399
C -0.601 -2.141 -1.481
C 0.509 -1.355 -2.174
O 0.709 -1.456 -3.365
N 1.218 -0.576 -1.343
H 0.967 -0.539 -0.366
C 2.231 0.357 -1.797
C 3.546 0.075 -1.079
H 3.421 0.187 -0.003
H 4.310 0.771 -1.412
H 3.884 -0.937 -1.289
H 2.343 0.165 -2.868
C 1.752 1.800 -1.571
C 2.346 2.789 -2.575
C 1.674 2.693 -3.940
H 0.616 2.933 -3.856
H 2.132 3.389 -4.639
H 1.761 1.691 -4.352
H 2.214 3.801 -2.188
H 3.418 2.611 -2.678
H 2.009 2.105 -0.554
H 0.664 1.833 -1.661
H -1.222 -2.649 -2.218
H -0.170 -2.886 -0.811
H -1.915 -0.793 -3.262
H -2.181 1.146 -4.699
H -2.322 3.421 -3.725
H -2.225 3.688 -1.258
H -2.092 -1.321 2.065
C -1.896 -3.526 3.687
H -2.337 -3.821 2.737
H -1.374 -4.380 4.108
H -2.694 -3.237 4.366
H -0.520 -2.052 4.450
H -0.237 -3.102 1.596
H 0.625 -0.771 1.816
H 1.893 -1.962 1.480
H 2.708 -0.417 3.177
H 1.279 -0.660 4.174
H 2.439 -1.977 3.955
*
```

=====

x:
ORCA calculation (ωB97M-V/def2-TZVPD) on one molecule with the formula C21H32N2O4S.

Results
SMILES: CCC[C@@H](C)NC(=O)CSc1ccccc1C(=O)OCC(=O)N[C@@H](C)CCC
Gap between HOMO and LUMO in hartree: 0.3172

The geometry in ORCA input format:
```
! wB97M-V def2-TZVPD RIJCOSX def2/J DEFGRID3
* xyz 0 1
C 4.943 0.341 -2.272
C 3.692 -0.461 -1.933
C 3.992 -1.771 -1.202
H 4.627 -2.397 -1.831
C 4.687 -1.584 0.153
N 3.895 -0.714 0.997
C 4.291 0.507 1.379
O 5.395 0.971 1.191
C 3.185 1.307 2.098
H 3.623 2.198 2.549
H 2.694 0.686 2.855
O 2.222 1.784 1.161
C 1.263 0.946 0.770
O 1.152 -0.191 1.201
C 0.356 1.504 -0.232
C 0.454 2.836 -0.632
C -0.411 3.346 -1.576
C -1.384 2.520 -2.125
C -1.493 1.197 -1.743
C -0.624 0.665 -0.794
S -0.680 -1.006 -0.270
C -2.037 -1.715 -1.279
C -3.419 -1.219 -0.866
O -4.210 -0.791 -1.682
N -3.642 -1.326 0.454
H -2.880 -1.663 1.022
C -4.889 -0.976 1.124
C -6.024 -1.837 0.568
H -6.939 -1.659 1.125
H -5.770 -2.892 0.644
H -6.191 -1.592 -0.477
H -4.745 -1.214 2.183
C -5.215 0.517 0.984
C -4.443 1.425 1.943
C -2.958 1.546 1.623
H -2.493 2.287 2.270
H -2.439 0.603 1.769
H -2.818 1.862 0.592
H -4.888 2.422 1.895
H -4.568 1.060 2.966
H -6.281 0.644 1.179
H -5.029 0.818 -0.047
H -1.967 -2.787 -1.089
H -1.863 -1.535 -2.338
H -2.272 0.599 -2.183
H -2.072 2.910 -2.859
H -0.336 4.377 -1.884
H 1.218 3.453 -0.187
H 2.936 -0.998 1.166
C 4.890 -2.926 0.852
H 5.504 -3.580 0.238
H 5.386 -2.781 1.808
H 3.931 -3.410 1.025
H 5.653 -1.090 0.018
H 3.051 -2.303 -1.037
H 3.023 0.154 -1.326
H 3.158 -0.703 -2.856
H 4.682 1.197 -2.891
H 5.424 0.713 -1.371
H 5.654 -0.274 -2.819
*
```

=====

Least stable = x

=====

w:
ORCA calculation (ωB97M-V/def2-TZVPD) on one molecule with the formula C4H8O.

Results
SMILES: C[C@@H]1O[C@@H]1C
Gap between HOMO and LUMO in hartree: 0.4045

The geometry in ORCA input format:
```
! wB97M-V def2-TZVPD RIJCOSX def2/J DEFGRID3
* xyz 0 1
C -1.241 0.954 0.907
C 0.720 -0.093 -0.647
C 0.666 -1.594 -0.525
C -0.018 0.986 0.029
O 1.255 0.567 0.500
H -1.451 -0.018 1.366
H -1.138 1.714 1.694
H -2.100 1.251 0.288
H 1.149 0.227 -1.603
H 1.701 -1.937 -0.647
H 0.081 -2.072 -1.318
H 0.315 -1.927 0.455
H 0.062 1.941 -0.498
*
```

=====

x:
ORCA calculation (ωB97M-V/def2-TZVPD) on one molecule with the formula C4H8O.

Results
SMILES: C[C@@H]1O[C@@H]1C
Gap between HOMO and LUMO in hartree: 0.4000

The geometry in ORCA input format:
```
! wB97M-V def2-TZVPD RIJCOSX def2/J DEFGRID3
* xyz 0 1
C 1.632 0.686 -0.551
C -0.897 -0.205 -0.085
C -1.178 -0.469 1.371
C 0.298 0.080 -0.893
O -0.095 -1.258 -0.647
H 1.936 0.594 0.494
H 2.410 0.274 -1.207
H 1.535 1.751 -0.802
H -1.808 0.078 -0.626
H -1.899 -1.296 1.333
H -1.664 0.350 1.909
H -0.296 -0.824 1.907
H 0.014 0.338 -1.918
*
```

=====

y:
ORCA calculation (ωB97M-V/def2-TZVPD) on one molecule with the formula C4H8O.

Results
Gap between HOMO and LUMO in hartree: 0.3293

The geometry in ORCA input format:
```
! wB97M-V def2-TZVPD RIJCOSX def2/J DEFGRID3
* xyz 0 1
C 0.726 -0.569 -1.285
C 0.469 -0.090 0.150
C -0.455 1.132 0.282
O -1.334 0.735 1.395
C -0.458 -1.017 0.939
H 1.308 -1.500 -1.296
H 1.293 0.185 -1.850
H -0.225 -0.757 -1.802
H 1.435 0.117 0.641
H -1.053 1.324 -0.623
H 0.050 2.054 0.584
H 0.009 -1.338 1.888
H -1.768 -0.127 1.027
*
```

=====

Least stable = y

=====

w:
ORCA calculation (ωB97M-V/def2-TZVPD) on one molecule with the formula C4H5ClN2O.

Results
SMILES: [H]/N=C/C=C\N=C(\O)Cl
Gap between HOMO and LUMO in hartree: 0.3426

The geometry in ORCA input format:
```
! wB97M-V def2-TZVPD RIJCOSX def2/J DEFGRID3
* xyz 0 1
C -0.989 0.896 -1.001
C -1.472 0.128 0.136
C 0.348 1.178 -1.066
C 1.424 -0.508 0.196
N 1.194 0.689 -0.085
N -0.734 -0.798 0.656
O 2.020 -0.849 1.389
Cl 1.188 -1.980 -0.909
H -1.762 1.429 -1.444
H -2.422 0.493 0.496
H 0.865 2.022 -1.685
H -1.035 -1.342 1.435
H 1.375 -1.358 1.880
*
```

=====

x:
ORCA calculation (ωB97M-V/def2-TZVPD) on a 2-piece molecular cluster, C4H5ClN2O overall.

Results
Gap between HOMO and LUMO in hartree: 0.3627

The geometry in ORCA input format:
```
! wB97M-V def2-TZVPD RIJCOSX def2/J DEFGRID3
* xyz 0 1
C 0.224 0.014 1.926
C 0.204 1.319 1.368
C 0.072 -0.891 0.929
C -0.268 -0.431 -1.576
N -0.037 1.184 0.074
N -0.063 -0.114 -0.218
O -0.123 0.413 -2.549
Cl 0.420 -2.102 -1.876
H 0.311 -0.261 2.957
H 0.454 2.325 1.717
H 0.249 -1.951 1.065
H -1.775 -0.737 -1.547
H 0.332 1.233 -2.270
*
```

=====

y:
ORCA calculation (ωB97M-V/def2-TZVPD) on one molecule with the formula C4H5ClN2O.

Results
SMILES: [H]/N=C(\N)C(=O)/C=C/Cl
Gap between HOMO and LUMO in hartree: 0.3242

The geometry in ORCA input format:
```
! wB97M-V def2-TZVPD RIJCOSX def2/J DEFGRID3
* xyz 0 1
C -1.158 0.371 0.026
C 0.175 -0.364 -0.163
C 1.341 0.334 -0.203
C 2.446 -0.398 0.060
H -1.993 -1.437 0.490
H -3.194 -0.267 0.202
H -2.163 2.057 -0.156
H 1.278 1.478 -0.502
H 2.456 -1.475 0.304
N -2.214 -0.545 -0.005
N -1.223 1.634 0.057
O 0.204 -1.613 -0.131
Cl 4.045 0.225 0.021
*
```

=====

Least stable = x

=====

w:
ORCA calculation (ωB97M-V/def2-TZVPD) on one molecule with the formula C2H4O3S.

Results
Gap between HOMO and LUMO in hartree: 0.3257

The geometry in ORCA input format:
```
! wB97M-V def2-TZVPD RIJCOSX def2/J DEFGRID3
* xyz 0 1
C 0.629 -2.192 -1.077
C -0.692 0.674 -0.083
O 1.758 1.179 -1.714
O 1.412 -1.236 -1.129
O -0.573 0.364 -1.446
S 0.897 0.140 -2.168
H 1.155 -3.037 -0.351
H -1.411 1.369 0.004
H 0.241 1.112 0.158
H -0.796 -0.333 0.444
*
```

=====

x:
ORCA calculation (ωB97M-V/def2-TZVPD) on a 2-piece molecular cluster, C2H4O3S overall.

Results
Gap between HOMO and LUMO (alpha / beta) in hartree: 0.2918 / 0.2918

The geometry in ORCA input format:
```
! wB97M-V def2-TZVPD RIJCOSX def2/J DEFGRID3
* xyz 0 1
C 2.035 -0.531 0.406
C -0.413 0.390 0.010
O 4.488 -0.975 -0.016
O 3.942 1.349 0.083
O 0.764 0.949 0.206
S 3.484 0.038 -0.172
H 1.594 -1.433 -0.055
H -0.589 0.284 -1.052
H -1.090 1.085 0.642
H -0.356 -0.625 0.414
*
```

=====

Least stable = x

=====

w:
ORCA calculation (ωB97M-V/def2-TZVPD) on C2H4O3S as an isolated structure.

Results
Gap between HOMO and LUMO in hartree: 0.4175

The geometry in ORCA input format:
```
! wB97M-V def2-TZVPD RIJCOSX def2/J DEFGRID3
* xyz 0 1
C -0.538 0.090 -0.955
C 0.715 0.276 0.865
O -2.032 0.892 1.224
O -0.688 2.580 0.090
O 0.690 -0.112 -0.511
S -0.836 1.203 0.477
H -0.491 0.458 -1.905
H -1.413 -0.684 -0.774
H 0.398 -0.405 1.767
H 1.630 0.850 0.897
*
```

=====

x:
ORCA calculation (ωB97M-V/def2-TZVPD) on a 2-piece molecular cluster, C2H4O3S overall.

Results
SMILES: O=C=CO.OS
Gap between HOMO and LUMO in hartree: 0.2974

The geometry in ORCA input format:
```
! wB97M-V def2-TZVPD RIJCOSX def2/J DEFGRID3
* xyz 0 1
C -1.382 0.865 -0.053
C -1.027 -0.149 0.670
O -1.705 1.943 -0.376
O -0.859 -1.491 0.293
O 1.848 -0.763 -0.307
S 2.001 0.799 0.260
H 1.269 1.482 -0.849
H -0.422 0.024 1.586
H -0.703 -1.702 -0.630
H 0.981 -1.008 -0.594
*
```

=====

Least stable = x